(1)
The following is a quantum chemistry calculation of ArH24O12 as an isolated structure at a distorted geometry, from the OMol25 dataset.

Atoms and positions in Å:
Ar  -9.973404  3.780241  -3.500603
O  -11.958374  4.161403  -6.263314
H  -12.712054  4.288754  -5.687124
H  -12.330968  4.140720  -7.144788
O  -12.027342  7.257969  -2.748754
H  -12.369236  6.378139  -2.589917
H  -12.630310  7.638025  -3.387667
O  -9.707904  2.148895  -6.557055
H  -10.489279  2.619247  -6.266454
H  -9.711246  2.243446  -7.509563
O  -7.319141  2.453002  -2.896380
H  -6.631399  2.777615  -3.477647
H  -7.368693  1.515544  -3.083353
O  -13.387414  4.924905  -2.421296
H  -13.043585  4.098367  -2.082405
H  -13.832655  4.684480  -3.233816
O  -9.141979  6.712040  -2.606400
H  -10.052137  6.888946  -2.844190
H  -9.071219  5.757574  -2.621284
O  -10.618798  0.671357  -1.934044
H  -10.658832  1.621597  -1.825985
H  -9.978142  0.382685  -1.284067
O  -9.837286  5.692227  -6.490899
H  -9.590105  5.424394  -7.375995
H  -10.662273  5.236460  -6.323830
O  -7.647765  6.229107  -4.757543
H  -8.308080  5.986928  -5.406833
H  -8.143181  6.361468  -3.949290
O  -5.483000  3.787248  -4.805223
H  -5.709195  3.061242  -5.386588
H  -6.250723  4.358599  -4.824873
O  -11.915643  3.190251  -1.042099
H  -11.211122  3.707603  -0.651959
H  -12.373085  2.805415  -0.294522
O  -9.695258  4.382020  -0.237713
H  -9.238755  5.221929  -0.286515
H  -9.018780  3.730176  -0.421284

Forces on atoms 1 to 2 (eV/Å):
Ar -0.19 -0.13 -0.21
O -0.27 -0.35 0.04

- E (eV) = -39314.69977
- frontier orbital gap (eV) = 9.717
- E_LUMO (eV) = -0.52
- M (u) = 256.128
- energy above the lowest of the compared OMol25 structures with the same formula, charge and spin (kJ/mol) = 110.9

Atom charges from the natural (NBO) analysis, given in e for atoms 1 to 5: atom 1 (Ar): 0.01, atom 2 (O): -0.95, atom 3 (H): 0.49, atom 4 (H): 0.49, atom 5 (O): -0.98

(2)
The following is a quantum chemistry calculation of ArH28O14 as an isolated structure at a distorted geometry, from the OMol25 dataset.

Atoms and positions in Å:
Ar  -0.113407  -0.136104  -0.393061
O  1.489572  -1.069260  2.115520
H  2.396193  -0.803181  2.268785
H  1.175994  -0.472616  1.435877
O  -2.976928  -0.658917  2.170074
H  -2.612358  -1.470709  1.817488
H  -2.324247  -0.357249  2.801918
O  2.214516  1.362119  -2.726349
H  2.815148  1.309716  -3.469807
H  2.563405  2.070598  -2.185449
O  -2.874499  2.024701  1.344418
H  -2.915739  1.104107  1.603305
H  -2.640681  2.002813  0.416470
O  1.778322  3.347637  -0.048291
H  1.848427  4.271089  0.193709
H  1.154073  2.982014  0.578483
O  -2.976213  1.811317  -1.371057
H  -3.111535  0.897203  -1.620723
H  -3.683062  2.286539  -1.807824
O  1.489411  -3.475187  0.523990
H  2.201994  -2.844804  0.629228
H  1.065420  -3.503494  1.381693
O  -0.465060  -0.515310  3.781601
H  0.205546  -0.837261  3.179208
H  -0.016655  0.146019  4.308670
O  -2.154207  -3.125353  0.873529
H  -1.816387  -2.613359  0.138701
H  -2.935879  -3.555624  0.526996
O  1.093992  -0.865745  -3.847946
H  0.636105  -0.557271  -4.629875
H  1.261730  -0.072361  -3.339389
O  4.075636  -1.584995  -0.037563
H  3.918074  -1.562872  -0.981443
H  3.718171  -0.757659  0.284877
O  -0.272901  2.469107  1.597479
H  -0.290666  3.177154  2.241367
H  -1.150827  2.089449  1.633967
O  -0.304450  -3.580077  -1.686888
H  0.273972  -3.529760  -0.925881
H  -0.169012  -2.751410  -2.146468
O  -0.480260  2.694846  -2.510712
H  -1.297620  2.382232  -2.122864
H  0.206893  2.271916  -1.995763

Forces on atoms 1 to 2 (eV/Å):
Ar -0.14 0.03 -0.21
O 0.42 -0.22 -0.15

- E (eV) = -43475.02891
- frontier orbital gap (eV) = 10.674
- E_LUMO (eV) = -0.14
- M (u) = 292.158
- energy above the lowest of the compared OMol25 structures with the same formula, charge and spin (kJ/mol) = 76.4

Atom charges from the natural (NBO) analysis, given in e for atoms 1 to 5: atom 1 (Ar): 0.01, atom 2 (O): -0.95, atom 3 (H): 0.48, atom 4 (H): 0.49, atom 5 (O): -0.99

(3)
The following is a quantum chemistry calculation of As2F12O4RbS as an isolated structure at a distorted geometry, from the OMol25 dataset.

Atoms and positions in Å:
Rb  15.499540  13.563360  -11.597490
S  15.253050  16.398280  -11.913790
O  14.077710  15.762020  -11.398690
O  15.693030  17.429590  -10.995120
O  16.300310  15.394130  -11.994770
O  14.930400  17.086370  -13.166830
As  13.854430  11.591410  -13.348040
F  14.039180  9.825240  -13.147980
F  13.560930  11.642070  -11.542690
F  13.908450  13.390190  -13.339250
F  14.396370  11.548250  -15.059930
F  12.118850  11.442360  -13.794410
F  15.625520  11.770890  -12.931580
As  18.613550  13.237260  -9.768820
F  19.712420  13.023500  -8.387750
F  19.280150  14.942720  -9.950790
F  17.350190  13.545910  -11.041460
F  18.093980  11.473850  -9.671140
F  17.467490  13.920340  -8.546380
F  19.748090  12.821920  -11.055700

Forces on atoms 1 to 2 (eV/Å):
Rb -10.84 -3.98 2.59
S 0.73 3.90 -0.29

- E (eV) = -173969.06451
- frontier orbital gap (eV) = 4.071
- E_LUMO (eV) = 6.41
- M (u) = 559.351
- energy above the lowest of the compared OMol25 structures with the same formula, charge and spin (kJ/mol) = 777.3
- total charge = -3

Atom charges from the Mulliken analysis, given in e for atoms 1 to 5: atom 1 (Rb): 0.96, atom 2 (S): 1.36, atom 3 (O): -0.87, atom 4 (O): -0.86, atom 5 (O): -0.74

(4)
The following is a quantum chemistry calculation of As2F13MnPt as an isolated structure at a distorted geometry, from the OMol25 dataset.

Atoms and positions in Å:
Pt  1.033438  1.159607  -0.877992
Mn  -0.289192  -2.027643  1.005008
As  0.329358  -2.116903  -2.627102
F  0.852288  -0.462953  -2.162132
F  -1.159092  -1.412383  -3.341012
F  -0.232242  -3.784083  -3.038632
F  1.810318  -2.914223  -1.843112
F  -0.326472  -2.300683  -0.917542
F  1.108548  -1.925933  -4.223632
As  -0.577142  2.395517  2.568838
F  0.035968  0.670097  2.886018
F  -2.159282  1.570777  2.129718
F  -1.393312  3.938477  1.973918
F  1.042178  3.041187  2.863398
F  -0.069602  2.257537  0.829828
F  -1.066002  2.524607  4.289268
F  1.060248  -0.613003  0.485168

Forces on atoms 1 to 2 (eV/Å):
Pt -0.81 -0.30 2.60
Mn 1.02 1.45 0.17

- E (eV) = -191562.21858
- frontier orbital gap (alpha / beta) (eV) = 7.990 / 6.285
- expectation value of S² = 15.756
- E_LUMO (alpha / beta) (eV) = -8.13 / -9.83
- M (u) = 646.834
- spin multiplicity = 8
- total charge = +1

Atom charges from the natural (NBO) analysis, given in e for atoms 1 to 5: atom 1 (Pt): 1.65, atom 2 (Mn): 1.86, atom 3 (As): 2.77, atom 4 (F): -0.65, atom 5 (F): -0.55

(5)
The following is a quantum chemistry calculation of AsB2FH10NO5 as an isolated structure, from the OMol25 dataset.

Atoms and positions in Å:
N  0.453074  -0.661668  1.760884
B  0.217183  -1.486652  0.580887
O  1.211313  -2.324229  0.186273
As  -1.527901  -1.497237  -0.549686
F  -1.657535  -3.347451  -0.161987
O  -1.443630  0.399676  -0.915672
B  -0.273527  0.963422  -1.218895
O  0.093991  2.167152  -0.575106
O  0.656329  0.474111  -2.120994
H  1.041105  0.140178  1.549238
H  -0.434979  -0.312618  2.112099
H  0.893293  -2.797262  -0.600160
H  -0.712153  -1.900473  -1.860684
H  -2.851653  -1.610801  -1.370083
H  -2.409761  -1.166067  0.755920
H  -0.411687  2.158930  0.244736
H  1.507530  0.863353  -1.902904
O  1.740412  3.068524  1.632544
H  1.253721  3.530483  0.941051
H  2.654874  3.338630  1.512539

Forces on atoms 1 to 2 (eV/Å):
N -0.49 0.04 -0.41
B 0.20 0.01 0.35

- E (eV) = -76804.04732
- frontier orbital gap (eV) = 5.906
- E_LUMO (eV) = 2.78
- M (u) = 219.626
- total charge = -1

Atom charges from the natural (NBO) analysis, given in e for atoms 1 to 5: atom 1 (N): -1.14, atom 2 (B): 0.69, atom 3 (O): -0.89, atom 4 (As): 1.14, atom 5 (F): -0.73

(6)
The following is a quantum chemistry calculation of AsF6H20O10 as an isolated structure at a distorted geometry, from the OMol25 dataset.

Atoms and positions in Å:
As  9.174130  9.735230  5.196790
F  9.878000  9.863570  6.848680
F  7.533460  9.412420  5.875010
F  8.499830  9.696470  3.484840
F  10.817830  9.985270  4.532490
F  9.505740  7.917120  5.086810
F  8.955650  11.509310  5.142530
O  12.482630  11.399950  7.295250
H  11.992150  10.846060  6.687910
H  12.605240  12.223630  6.823270
O  10.597680  13.499870  6.242020
H  9.961050  14.126700  6.585560
H  10.066230  12.780170  5.901680
O  13.371170  11.122310  4.473040
H  13.604580  10.783360  5.337250
H  12.607050  10.608300  4.212010
O  11.815680  6.411360  4.305900
H  11.790210  6.469850  3.350820
H  11.103020  6.978590  4.600160
O  9.591340  9.354280  0.303190
H  8.966430  9.805690  0.870600
H  10.130170  10.054400  -0.065220
O  6.217200  8.762840  7.833770
H  6.871050  8.875120  7.143770
H  6.563540  8.057260  8.380070
O  8.546850  13.249160  2.351920
H  9.026630  14.035150  2.613190
H  8.741360  12.610230  3.037610
O  10.891930  8.303340  9.023750
H  10.142380  7.901300  8.584700
H  10.565550  9.149800  9.329060
O  5.658370  10.316520  3.952570
H  6.470010  10.154040  4.433270
H  5.420100  11.215070  4.180730
O  6.713210  8.068600  1.344070
H  6.523530  8.824980  0.788970
H  7.464730  8.340120  1.871070

Forces on atoms 1 to 2 (eV/Å):
As 1.39 -1.37 -0.77
F 0.33 0.10 1.16

- E (eV) = -97948.14391
- frontier orbital gap (alpha / beta) (eV) = 3.887 / 10.144
- expectation value of S² = 0.752
- E_LUMO (alpha / beta) (eV) = 5.15 / 5.04
- M (u) = 369.060
- spin multiplicity = 2
- energy above the lowest of the compared OMol25 structures with the same formula, charge and spin (kJ/mol) = 21.6
- total charge = -2

Atom charges from the natural (NBO) analysis, given in e for atoms 1 to 5: atom 1 (As): 2.46, atom 2 (F): -0.71, atom 3 (F): -0.70, atom 4 (F): -0.73, atom 5 (F): -0.72